Computed, not measured: a structure of composition C64H170CdN12O20 in a non-equilibrium geometry, with ωB97M-V/def2-TZVPD.

The geometry in XYZ format:
```
267
C64H170CdN12O20 | the Open Molecules 2025 dataset | ωB97M-V/def2-TZVPD
Cd -1.44 1.30 -1.53
C 1.45 -0.34 0.93
C 0.47 0.32 0.00
O 0.61 0.07 -1.22
O -0.45 0.97 0.54
H 2.00 0.39 1.52
H 2.24 -0.88 0.38
H 0.89 -1.00 1.56
C -5.14 -0.31 -1.94
C -3.80 0.14 -1.78
O -2.87 -0.62 -2.10
O -3.67 1.38 -1.46
H -5.27 -1.27 -2.46
H -5.66 0.46 -2.53
H -5.73 -0.27 -1.05
C 4.50 -8.08 0.12
C 4.18 -7.16 -1.03
C 5.12 -5.92 -1.00
O 4.73 -4.94 -1.93
C 5.41 -3.70 -1.87
N 4.10 -7.91 -2.28
H 4.27 -7.61 1.08
H 5.59 -8.30 0.16
H 4.07 -9.10 0.08
H 3.18 -6.79 -0.82
H 6.15 -6.17 -1.21
H 5.12 -5.52 0.03
H 5.07 -3.18 -0.96
H 5.12 -3.19 -2.80
H 6.51 -3.80 -1.86
H 5.00 -8.38 -2.42
H 3.97 -7.34 -3.10
C -0.32 -2.35 -6.30
C -1.17 -1.48 -5.36
C -2.08 -0.60 -6.22
O -2.63 0.39 -5.39
C -4.07 0.52 -5.42
N -2.02 -2.37 -4.53
H 0.51 -1.73 -6.63
H -0.86 -2.68 -7.18
H 0.14 -3.12 -5.75
H -0.55 -0.82 -4.71
H -2.90 -1.19 -6.71
H -1.50 -0.17 -7.08
H -4.26 1.20 -4.59
H -4.63 -0.43 -5.35
H -4.39 0.93 -6.36
H -1.42 -3.02 -4.06
H -2.59 -1.85 -3.85
C -5.09 2.20 1.26
C -5.20 3.61 1.82
C -4.89 3.49 3.30
O -5.07 4.75 3.86
C -5.12 4.66 5.28
N -4.21 4.51 1.17
H -4.95 2.18 0.18
H -5.97 1.59 1.44
H -4.23 1.77 1.80
H -6.20 4.06 1.73
H -3.85 3.22 3.43
H -5.47 2.75 3.82
H -6.12 4.24 5.50
H -5.06 5.68 5.62
H -4.39 4.04 5.84
H -3.38 3.92 1.04
H -4.01 5.34 1.69
C -0.01 -7.58 3.74
C -1.38 -6.86 3.58
C -1.51 -5.53 4.25
O -0.82 -4.52 3.55
C -1.09 -3.20 4.12
N -1.74 -6.82 2.15
H -0.19 -8.57 3.35
H 0.26 -7.72 4.78
H 0.77 -7.01 3.17
H -2.13 -7.54 4.01
H -1.14 -5.63 5.29
H -2.59 -5.29 4.36
H -0.64 -3.05 5.07
H -2.17 -3.05 4.21
H -0.64 -2.57 3.39
H -1.16 -6.16 1.66
H -2.71 -6.49 2.07
C 4.92 7.80 -0.43
C 4.49 6.34 -0.44
C 3.14 6.03 0.13
O 3.11 6.32 1.51
C 1.83 6.24 2.09
N 4.48 5.91 -1.85
H 4.20 8.44 -0.94
H 5.89 7.88 -0.90
H 5.04 8.13 0.58
H 5.19 5.79 0.17
H 2.94 4.95 -0.02
H 2.31 6.61 -0.32
H 1.07 6.94 1.74
H 1.99 6.37 3.16
H 1.49 5.22 1.82
H 3.87 6.43 -2.46
H 5.43 6.06 -2.16
C 8.15 1.29 2.51
C 7.65 -0.15 2.55
C 6.42 -0.36 1.70
O 5.31 0.33 2.22
C 4.76 -0.47 3.22
N 8.75 -0.99 2.10
H 8.53 1.65 1.53
H 9.05 1.39 3.07
H 7.50 2.05 2.86
H 7.44 -0.31 3.60
H 6.22 -1.42 1.53
H 6.60 0.09 0.75
H 4.37 -1.45 2.93
H 3.98 0.17 3.66
H 5.55 -0.61 3.98
H 8.50 -1.98 1.99
H 9.21 -0.63 1.27
C -7.08 -0.60 2.89
C -6.18 -1.46 2.07
C -4.98 -2.04 2.91
O -4.12 -1.01 3.46
C -3.01 -0.67 2.57
N -6.73 -2.68 1.45
H -6.58 0.25 3.33
H -7.43 -1.10 3.78
H -7.97 -0.35 2.31
H -5.76 -0.85 1.26
H -4.46 -2.70 2.24
H -5.28 -2.76 3.66
H -3.42 0.02 1.82
H -2.66 -1.59 2.07
H -2.23 -0.19 3.19
H -7.19 -3.20 2.20
H -7.46 -2.35 0.82
C -5.15 -5.14 -1.36
C -3.97 -4.93 -0.43
C -3.28 -3.55 -0.76
O -2.15 -3.52 0.08
C -1.29 -2.44 -0.29
N -4.36 -5.04 1.01
H -4.83 -5.17 -2.40
H -5.91 -4.38 -1.24
H -5.61 -6.10 -1.14
H -3.22 -5.72 -0.61
H -3.99 -2.72 -0.62
H -3.04 -3.49 -1.87
H -0.32 -2.61 0.21
H -1.68 -1.42 -0.04
H -1.20 -2.42 -1.40
H -5.23 -4.53 1.15
H -3.60 -4.59 1.55
C -7.60 5.08 -2.27
C -6.68 3.91 -2.49
C -6.68 3.44 -3.92
O -7.84 3.07 -4.61
C -8.33 1.86 -4.15
N -5.25 4.21 -2.23
H -7.46 5.91 -2.98
H -7.51 5.51 -1.29
H -8.62 4.73 -2.34
H -6.90 3.02 -1.87
H -5.92 2.58 -4.07
H -6.28 4.27 -4.53
H -9.14 1.54 -4.80
H -8.73 1.97 -3.12
H -7.50 1.20 -4.19
H -5.10 4.51 -1.26
H -4.84 3.31 -2.40
C -2.35 3.71 -4.04
C -0.88 3.27 -3.77
C -0.18 3.85 -2.55
O -0.97 3.75 -1.29
C -0.10 4.12 -0.20
N -0.76 1.84 -3.66
H -2.79 4.52 -3.44
H -2.98 2.88 -3.73
H -2.54 3.92 -5.09
H -0.29 3.67 -4.63
H 0.08 4.89 -2.71
H 0.75 3.31 -2.37
H 0.90 3.64 -0.33
H -0.57 3.75 0.74
H 0.08 5.22 -0.17
H -1.45 1.29 -4.18
H 0.22 1.53 -3.82
C -0.74 -5.78 -1.84
C -0.19 -5.52 -3.26
C 1.04 -4.57 -3.33
O 0.61 -3.24 -3.07
C 1.74 -2.41 -3.15
N 0.18 -6.86 -3.71
H 0.04 -6.21 -1.22
H -1.53 -6.49 -1.90
H -1.03 -4.90 -1.28
H -0.93 -5.06 -3.92
H 1.41 -4.50 -4.36
H 1.85 -4.84 -2.65
H 2.48 -2.77 -2.42
H 1.46 -1.38 -2.89
H 2.14 -2.37 -4.18
H 0.55 -6.88 -4.64
H 0.95 -7.24 -3.17
C 2.71 7.12 5.64
C 3.74 6.02 6.10
C 4.38 5.19 4.95
O 3.34 4.37 4.36
C 3.82 3.57 3.26
N 4.82 6.64 6.83
H 2.15 7.54 6.47
H 1.89 6.61 5.06
H 3.10 7.86 4.96
H 3.18 5.30 6.69
H 5.15 4.56 5.31
H 4.81 5.87 4.24
H 3.05 2.89 2.91
H 4.72 3.04 3.49
H 4.15 4.23 2.43
H 5.13 7.40 6.27
H 4.44 7.12 7.64
C 2.75 0.06 -5.57
C 2.62 1.55 -5.55
C 1.51 2.01 -6.53
O 2.25 1.88 -4.22
H 3.48 -0.21 -4.80
H 3.12 -0.38 -6.52
H 1.80 -0.44 -5.33
H 3.55 2.04 -5.79
H 0.57 1.46 -6.41
H 1.85 1.89 -7.54
H 1.29 3.08 -6.32
H 3.06 2.12 -3.71
C 3.73 1.92 -0.37
C 4.69 1.44 -1.45
C 4.46 -0.01 -1.83
O 4.52 2.23 -2.64
H 3.90 2.96 -0.06
H 3.82 1.29 0.50
H 2.73 1.84 -0.79
H 5.72 1.52 -1.12
H 4.76 -0.65 -1.03
H 5.03 -0.39 -2.66
H 3.43 -0.32 -2.02
H 4.50 3.16 -2.31
C 0.31 1.63 4.56
C 0.11 2.83 3.69
C -1.38 2.87 3.28
O 0.47 4.06 4.32
H -0.09 0.76 4.09
H -0.12 1.63 5.54
H 1.35 1.38 4.83
H 0.71 2.73 2.80
H -1.64 3.86 2.86
H -2.03 2.79 4.14
H -1.58 2.08 2.54
H 1.44 4.14 4.34
C 2.37 -4.28 4.28
C 3.36 -4.63 3.20
C 2.73 -4.32 1.85
O 4.56 -3.82 3.40
H 1.54 -4.94 4.23
H 1.96 -3.26 4.11
H 2.84 -4.35 5.23
H 3.68 -5.66 3.27
H 3.44 -4.68 1.08
H 2.50 -3.25 1.72
H 1.75 -4.82 1.78
H 5.27 -4.28 2.92
```

## Properties
E_LUMO   0.312 eV
DFT total energy   -4869.888817 a.u.
Gap between HOMO and LUMO   8.92 eV

These are the Löwdin partial charges, in e, on atoms 1 to 4: number 1, Cd, carries 1.490; number 2, C, carries -0.008; number 3, C, carries -0.777; number 4, O, carries -0.088